DFT (wB97M-V/def2-TZVPD) results for the molecule C19H17N5O2S in a non-equilibrium geometry.

```
! wB97M-V def2-TZVPD RIJCOSX def2/J DEFGRID3
* xyz 0 1
C 0.40 -1.87 6.57
C 0.60 -2.14 5.11
C 0.62 -1.11 4.19
C 0.81 -1.44 2.85
N 0.88 -0.68 1.72
C 1.07 -1.56 0.67
N 1.12 -2.80 1.07
C 0.96 -2.78 2.42
C 0.93 -3.81 3.36
C 0.75 -3.47 4.68
H 0.72 -4.25 5.42
H 1.05 -4.83 3.04
C 1.21 -1.15 -0.71
C 1.21 0.18 -1.12
N 1.33 0.55 -2.38
C 1.46 -0.38 -3.31
C 1.48 -1.75 -3.02
C 1.35 -2.13 -1.71
H 1.36 -3.16 -1.41
H 1.59 -2.47 -3.82
S 1.59 0.20 -4.96
C 1.66 1.99 -4.62
C 0.58 2.49 -3.66
O 0.80 3.38 -2.88
N -0.64 1.93 -3.87
C -1.76 2.14 -3.10
N -2.84 1.42 -3.30
O -3.77 1.85 -2.40
C -3.24 2.83 -1.65
C -1.96 3.07 -2.05
H -1.25 3.78 -1.68
C -4.09 3.45 -0.61
H -4.42 2.70 0.10
H -4.98 3.90 -1.06
H -3.53 4.22 -0.09
H -0.73 1.18 -4.55
H 1.53 2.48 -5.59
H 2.63 2.23 -4.21
H 1.11 1.01 -0.43
H 0.81 0.32 1.66
H 0.51 -0.08 4.50
H -0.48 -2.39 6.94
H 1.26 -2.22 7.13
H 0.28 -0.80 6.75
*
```

## Properties
E_LUMO = 0.101 eV
maximum force = 1.31 eV/Å
HOMO energy = -7.98 eV
SMILES string = Cc1ccc2nc(-c3ccc(SCC(=O)Nc4cc(C)on4)nc3)[nH]c2c1
HOMO-LUMO gap = 8.08 eV

=====

DFT (wB97M-V/def2-TZVPD) results for a cluster of 2 separate species, C2H9N2O in total in a non-equilibrium geometry.

```
! wB97M-V def2-TZVPD RIJCOSX def2/J DEFGRID3
* xyz 2 2
C -1.98 -0.32 -1.64
N 1.25 0.10 -0.02
C 0.37 0.13 -1.02
N -0.60 -0.75 -1.37
H -2.29 0.61 -1.19
H -2.69 -1.11 -1.52
H -2.05 -0.17 -2.76
H 1.16 0.03 1.06
H 2.12 0.66 -0.24
H 0.19 1.16 -1.34
H -0.28 -1.71 -1.60
H 0.09 0.52 3.73
H 1.62 0.55 3.85
O 0.91 0.64 3.22
*
```

## Properties
E_LUMO (spin up / spin down) = -11.777 / -14.662 eV
maximum force = 2.26 eV/Å
HOMO energy (spin up / spin down) = -18.83 / -18.83 eV
HOMO-LUMO gap (spin up / spin down) = 7.05 / 4.17 eV

=====

DFT (wB97M-V/def2-TZVPD) results for a structure of composition C33H47AuGeN2OPSeSi in a non-equilibrium geometry.

```
! wB97M-V def2-TZVPD RIJCOSX def2/J DEFGRID3
* xyz 1 1
Au 0.63 0.23 1.13
O 0.88 -0.45 3.22
C 2.21 -0.19 3.71
C 3.19 -0.53 2.61
C 4.55 -0.62 2.86
C 5.40 -0.92 1.81
C 4.87 -1.13 0.54
C 3.51 -1.02 0.38
N 2.69 -0.73 1.40
H 0.21 -0.05 3.80
H 2.40 -0.82 4.58
H 2.32 0.86 4.01
H 4.93 -0.45 3.86
H 6.47 -0.98 1.98
H 5.50 -1.37 -0.30
H 3.02 -1.15 -0.59
N 0.52 0.24 -0.80
P 1.10 1.51 -1.59
C 2.82 1.94 -1.20
C 3.14 2.48 0.06
C 4.46 2.68 0.42
C 5.48 2.35 -0.47
C 5.18 1.81 -1.71
C 3.85 1.61 -2.07
C 0.13 3.04 -1.50
C 0.65 4.29 -1.20
C -0.20 5.39 -1.09
C -1.56 5.23 -1.29
C -2.08 3.98 -1.61
C -1.24 2.89 -1.72
C 1.07 1.04 -3.32
C 1.27 1.99 -4.31
C 1.24 1.62 -5.65
C 1.00 0.30 -5.99
C 0.79 -0.66 -5.01
C 0.82 -0.29 -3.67
H 2.35 2.73 0.76
H 4.70 3.11 1.38
H 6.52 2.52 -0.19
H 5.97 1.56 -2.40
H 3.62 1.19 -3.04
H 1.72 4.43 -1.06
H 0.21 6.37 -0.85
H -2.22 6.09 -1.20
H -3.14 3.87 -1.79
H -1.64 1.91 -1.96
H 1.45 3.03 -4.05
H 1.40 2.36 -6.42
H 0.97 0.01 -7.04
H 0.59 -1.69 -5.28
H 0.64 -1.02 -2.89
C -4.86 -3.22 2.01
Ge -3.93 -4.21 0.61
C -4.68 -6.00 0.50
C -3.92 -3.31 -1.12
C -2.06 -4.48 1.17
Se -0.87 -2.97 0.83
C 0.67 -3.73 1.75
H -5.88 -2.98 1.70
H -4.34 -2.29 2.26
H -4.91 -3.84 2.90
H -5.74 -5.97 0.26
H -4.56 -6.50 1.46
H -4.17 -6.58 -0.26
H -4.85 -2.76 -1.30
H -3.81 -4.05 -1.91
H -3.09 -2.61 -1.18
H -1.66 -5.33 0.62
H -2.03 -4.71 2.23
H 1.00 -4.63 1.25
H 0.40 -3.95 2.79
H 1.46 -2.99 1.74
C -2.63 -0.20 3.04
Si -2.53 1.00 1.61
C -3.67 2.42 1.93
C -2.97 0.21 -0.03
C -0.76 1.65 1.57
H -3.67 -0.45 3.27
H -2.21 0.26 3.95
H -2.11 -1.13 2.82
H -4.69 2.04 2.04
H -3.67 3.13 1.10
H -3.42 2.97 2.84
H -3.47 -0.74 0.12
H -2.07 0.02 -0.63
H -3.64 0.86 -0.60
H -0.39 2.00 2.54
H -0.64 2.45 0.85
*
```

## Properties
E_LUMO = -2.929 eV
maximum force = 1.21 eV/Å
HOMO energy = -10.19 eV
HOMO-LUMO gap = 7.26 eV